(1)
The following is a DFT calculation (the ωB97M-V functional and the def2-TZVPD basis) of ClOP in the gas phase at a distorted geometry.

Calculated total energy = -23856.858 eV
LUMO energy (alpha / beta) = -1.89 / -1.88 eV
SMILES string = O=PCl
Charge = 0
ΔE to the lowest compared entry with this formula, charge and spin = 2.709 eV
HOMO energy (alpha / beta) = -10.3 / -10.3 eV

XYZ file:
```
3
Properties=species:S:1:pos:R:3:forces:R:3
O 0.786040 -0.527719 -1.090260 -2.174 6.337 5.096
P 0.231182 0.772659 0.075187 4.860 -4.699 -7.354
Cl -1.017222 -0.244940 1.015073 -2.686 -1.638 2.257
```
Forces are in eV/Å.

***

(2)
The following is a DFT calculation (the ωB97M-V functional and the def2-TZVPD basis) of a molecular structure, ClY at a distorted geometry.

Calculated total energy = -13543.636 eV
LUMO energy = -13.13 eV
Charge = +2
ΔE to the lowest compared entry with this formula, charge and spin = 0.632 eV
HOMO energy = -20.5 eV

XYZ file:
```
2
Properties=species:S:1:pos:R:3:forces:R:3
Y -0.196081 1.349613 0.136477 0.666 -4.581 -0.463
Cl 0.196081 -1.349613 -0.136477 -0.666 4.581 0.463
```
Forces are in eV/Å.

***

(3)
The following is a DFT calculation (the ωB97M-V functional and the def2-TZVPD basis) of a molecular structure, CoH12O6.

Calculated total energy = -50092.605 eV
LUMO energy (alpha / beta) = -7.05 / -7.88 eV
Charge = +2
ΔE to the lowest compared entry with this formula, charge and spin = 0.105 eV
Multiplicity = 4
HOMO energy (alpha / beta) = -20.0 / -19.0 eV
<S²> = 3.75

XYZ file:
```
19
Properties=species:S:1:pos:R:3:forces:R:3
Co -0.046580 -0.089755 0.014567 0.057 -0.189 -0.199
O 1.245036 -1.477592 1.070283 0.122 0.103 0.305
H 1.549357 -2.395992 1.160669 -0.280 0.117 -0.224
H 1.604117 -1.024135 1.845966 -0.008 -0.279 0.009
O -1.723866 -1.144681 -0.812305 -0.231 -0.222 -0.236
H -1.943732 -2.089655 -0.867895 0.126 0.216 0.110
H -2.359006 -0.690813 -1.390839 0.146 -0.049 0.209
O -0.904173 1.662450 -0.889643 0.053 0.163 -0.572
H -0.672827 1.952563 -1.788258 -0.116 -0.068 0.212
H -1.316580 2.433265 -0.467252 0.078 -0.250 0.025
O 1.028729 -0.700393 -1.666185 0.038 -0.118 -0.581
H 0.598346 -0.968989 -2.494275 0.110 0.068 0.197
H 1.886198 -1.155589 -1.652789 -0.145 0.200 0.105
O -1.182362 0.241419 1.670111 -0.213 0.537 0.741
H -2.015699 -0.163529 1.964768 0.248 -0.082 -0.232
H -1.038038 1.002095 2.257624 -0.055 -0.214 -0.119
O 1.456365 1.305565 0.595269 0.335 0.182 0.434
H 1.875435 1.971409 0.025860 -0.200 -0.184 0.011
H 1.959282 1.332357 1.424324 -0.066 0.071 -0.194
```
Forces are in eV/Å.

***

(4)
The following is a DFT calculation (the ωB97M-V functional and the def2-TZVPD basis) of a molecular structure, CoN2O6S4 at a distorted geometry.

Calculated total energy = -96229.107 eV
LUMO energy (alpha / beta) = -2.44 / -2.48 eV
Charge = 0
Multiplicity = 4
HOMO energy (alpha / beta) = -9.9 / -10.0 eV
<S²> = 3.76

XYZ file:
```
13
Properties=species:S:1:pos:R:3:forces:R:3
N 0.777335 -1.981069 -2.609746 0.591 -1.071 1.190
S 1.275048 -2.417536 -1.250708 -0.731 1.742 -1.052
O 1.206334 -1.339597 -0.196249 0.424 -1.363 -0.008
Co -0.166626 0.088975 0.072803 -0.237 -0.155 0.310
N -0.963294 0.539087 2.553830 0.244 1.400 0.818
S 0.318176 1.515054 2.519187 -2.062 -1.648 -3.623
O 1.163235 0.842642 1.470723 0.489 1.201 1.663
S -2.083590 1.377482 1.538899 1.463 -1.058 0.313
O -2.197072 0.298852 0.486447 0.068 1.340 0.327
O -0.899874 2.407749 1.078910 -0.140 -0.747 0.972
S 0.230412 -0.245118 -3.004830 -1.881 -0.128 -1.537
O -0.671022 -0.468894 -4.154391 1.529 0.362 1.784
O -0.614241 0.036838 -1.757650 0.241 0.124 -1.158
```
Forces are in eV/Å.